Computed, not measured: a structure of composition C30H47BrClF2NO5SSi2 in a non-equilibrium geometry, with ωB97M-V with the def2-TZVPD basis set.

Cartesian coordinates (Å):
C: 4.4439 0.3746 3.3096
C: 5.7985 0.5825 2.5996
C: 6.1869 -0.5757 1.6489
C: 6.1491 -0.1910 0.1694
C: 4.7721 0.3013 -0.3328
C: 4.0951 -0.7585 -1.2193
C: 3.7447 -2.0718 -0.5081
C: 2.9062 -1.8737 0.7640
C: 1.4002 -1.8485 0.4120
Si: 0.4034 -0.7929 1.5963
C: 0.9625 -1.0158 3.3968
C: 0.1480 -1.9692 4.2113
O: -0.6505 -2.7728 3.7972
Br: 0.4621 -1.8437 6.1651
O: -1.2104 -1.1638 1.3295
Si: -2.3741 -0.0904 1.8402
C: -3.5425 -1.0501 2.9749
C: -4.9608 -1.1478 2.3450
C: -5.0135 -2.3980 1.4368
C: -6.0204 -2.2229 0.2900
S: -5.4429 -1.2301 -1.0681
O: -5.4283 0.1548 -0.7201
O: -6.2465 -1.5356 -2.2084
Cl: -3.5182 -1.7730 -1.4742
N: -1.7156 1.3575 2.6161
C: -2.6263 1.8571 3.6799
C: -1.4500 2.4789 1.7225
C: -2.4734 2.9849 0.7285
O: -0.3652 3.0279 1.7871
H: 4.4657 0.8081 4.3029
H: 4.2607 -0.6959 3.3693
H: 3.6444 0.8120 2.7138
H: 6.5520 0.6494 3.3791
H: 5.8140 1.4992 2.0139
H: 5.5953 -1.4699 1.8432
H: 7.2145 -0.8488 1.8918
H: 6.4199 -1.0501 -0.4406
H: 6.8672 0.6156 0.0366
H: 4.1123 0.6438 0.4594
H: 4.9552 1.1373 -0.9813
H: 4.7441 -0.9789 -2.0654
H: 3.1768 -0.3022 -1.5943
H: 4.6304 -2.6832 -0.3421
H: 3.1086 -2.6322 -1.1946
H: 3.2235 -1.0002 1.3240
H: 3.0815 -2.7510 1.3859
H: 1.2412 -1.4867 -0.6026
H: 1.0392 -2.8757 0.4548
H: 0.6571 0.6133 1.2354
H: 0.9518 -0.0330 3.8670
H: 2.0101 -1.3175 3.3832
H: -3.1714 0.3048 0.6737
H: -3.5641 -0.6647 3.9910
H: -3.1642 -2.0696 3.0215
H: -5.6946 -1.2379 3.1428
H: -5.2020 -0.2597 1.7662
H: -4.0122 -2.6072 1.0698
H: -5.3313 -3.2353 2.0520
H: -6.9271 -1.7843 0.6953
H: -6.3026 -3.1980 -0.0971
H: -2.3855 1.3886 4.6298
H: -2.5125 2.9280 3.8251
H: -3.6839 1.6600 3.4870
H: -1.9730 3.7431 0.1374
H: -2.8386 2.2320 0.0393
H: -3.3214 3.4729 1.2051
F: 5.6076 2.9164 -0.2317
C: 5.5332 4.1513 -0.7736
C: 4.4037 4.9118 -0.5494
C: 4.3308 6.1808 -1.1042
C: 5.3769 6.6651 -1.8780
C: 6.5017 5.8811 -2.0943
C: 6.5865 4.6145 -1.5350
H: 3.5963 4.5122 0.0505
H: 3.4554 6.7921 -0.9322
H: 5.3147 7.6539 -2.3121
H: 7.3157 6.2557 -2.7000
H: 7.4576 3.9903 -1.6847
F: -7.9406 -1.3621 -8.3893
C: -7.3690 -2.2100 -7.5101
C: -7.3871 -1.8964 -6.1660
C: -6.8023 -2.7722 -5.2627
C: -6.2020 -3.9395 -5.7172
C: -6.1906 -4.2344 -7.0736
C: -6.7824 -3.3673 -7.9805
H: -7.8533 -0.9779 -5.8349
H: -6.8140 -2.5426 -4.2077
H: -5.7427 -4.6194 -5.0118
H: -5.7197 -5.1417 -7.4280
H: -6.7915 -3.5819 -9.0409

- Lowest unoccupied orbital energy: 0.0 eV
- Total energy: -158193.0745 eV
- Charge: 0
- HOMO energy: -0.33334 Ha
- Strongest force on any atom: 2.14 eV/Å
- Kohn-Sham gap: 9.1 eV

Computed, not measured: a cluster of 2 separate species, C30H47F3N3O2PS in total in a non-equilibrium geometry, with ωB97M-V with the def2-TZVPD basis set.

Cartesian coordinates (Å):
C: 4.0127 -0.2098 2.2619
C: 3.3968 -0.2518 0.7879
C: 2.7784 1.1294 0.3478
C: 1.6086 1.0311 -0.7131
C: 1.8177 -0.0655 -1.8207
C: 0.6056 -0.2162 -2.8443
C: 0.0232 -1.7154 -2.9640
C: -1.4112 -1.8648 -2.2588
C: -1.3988 -1.1208 -0.8602
C: -0.3965 -1.6298 0.1052
C: -0.3747 -0.9723 1.4162
C: 0.6461 -1.5102 2.4920
C: -0.2585 -2.2549 3.5888
O: 0.3624 -2.3454 4.8737
C: 0.4903 -1.0702 5.4892
C: 0.3132 -1.1026 7.0458
F: 0.9624 0.0107 7.5496
F: 0.8334 -2.2537 7.5658
F: -1.0356 -0.9871 7.3297
C: -1.2805 0.1501 1.7323
C: -2.2775 0.6510 0.7659
C: -2.3209 -0.0332 -0.5293
S: -3.5574 0.4961 -1.7707
C: -3.9162 2.1944 -1.2179
C: -4.4596 3.0967 -2.2379
C: -4.7637 4.4898 -1.8766
C: -4.5031 4.8915 -0.4985
C: -3.9683 3.9867 0.5319
P: -3.7645 4.7217 2.2241
N: -4.2891 6.2410 2.2005
C: -3.6396 2.5752 0.1652
N: -3.1218 1.7296 1.2206
C: -4.1572 1.2888 2.1909
C: -3.7160 1.4333 3.7380
N: -2.5228 2.3139 3.9395
H: 3.4450 0.5802 2.8207
H: 5.0924 0.1132 2.2536
H: 3.9253 -1.1980 2.7884
H: 4.2498 -0.4757 0.0887
H: 2.6853 -1.1178 0.7247
H: 2.3513 1.6493 1.2585
H: 3.6234 1.7771 -0.0068
H: 1.5733 2.0338 -1.2361
H: 0.6433 0.9371 -0.1522
H: 2.8057 0.1703 -2.3181
H: 1.9559 -1.0618 -1.3245
H: 0.9880 0.0357 -3.8791
H: -0.2250 0.5204 -2.6541
H: -0.1809 -1.8864 -4.0605
H: 0.7355 -2.4963 -2.5773
H: -1.5196 -2.9546 -1.9824
H: -2.2446 -1.5005 -2.9053
H: 0.2890 -2.4767 -0.1173
H: 1.2611 -0.6875 2.9325
H: 1.2764 -2.3298 2.0413
H: -0.6039 -3.2627 3.2229
H: -1.2073 -1.6359 3.6639
H: 1.5474 -0.7108 5.3007
H: -0.2118 -0.3298 5.0164
H: -1.1677 0.5743 2.7581
H: -4.6824 2.7891 -3.2856
H: -5.1850 5.2156 -2.6168
H: -4.7621 5.9449 -0.2160
H: -2.3715 4.6315 2.5456
H: -4.5192 3.9313 3.1568
H: -3.4438 6.7779 2.4488
H: -4.3030 0.1777 2.0456
H: -5.1650 1.7533 2.0236
H: -4.5664 1.8837 4.3232
H: -3.4386 0.4106 4.1252
H: -2.8479 3.0979 4.5202
H: -1.9090 1.7992 4.5847
C: 4.5963 -1.3822 -5.1175
C: 3.6187 -2.4158 -4.5841
O: 2.7172 -2.9002 -5.5674
C: 3.2977 -3.5459 -6.6899
C: 4.1214 -4.7704 -6.3294
H: 4.0573 -0.5348 -5.5494
H: 5.2398 -1.0174 -4.3139
H: 5.2383 -1.7925 -5.8984
H: 3.0073 -1.9534 -3.8062
H: 4.1470 -3.2500 -4.1102
H: 3.8897 -2.8316 -7.2723
H: 2.4686 -3.8531 -7.3312
H: 4.9713 -4.5192 -5.6926
H: 4.5087 -5.2457 -7.2327
H: 3.5095 -5.4954 -5.7876

- SMILES: CCCCCCCCc1cc(CCOCC(F)(F)F)cc2c1Sc1cccc([PH2]=N)c1N2CCN.CCOCC
- Lowest unoccupied orbital energy: 0.3 eV
- Total energy: -68709.0897 eV
- Charge: 0
- HOMO energy: -0.28851 Ha
- Strongest force on any atom: 4.01 eV/Å
- Kohn-Sham gap: 8.2 eV

Computed, not measured: a structure of composition C30H47FHfP2 in a non-equilibrium geometry, with ωB97M-V with the def2-TZVPD basis set.

Cartesian coordinates (Å):
Hf: 0.7716 -0.8247 0.4281
C: -1.1066 -2.7896 -0.5750
C: -0.3460 -1.8853 -1.3971
C: 1.1221 -3.2526 -0.1989
C: -0.2197 -3.6525 0.0931
C: 1.0668 -2.2766 -1.2697
C: -2.5831 -2.9101 -0.5835
H: -3.0475 -2.1222 -1.1850
H: -2.9841 -2.8384 0.4365
H: -2.8947 -3.8811 -1.0040
C: -0.5969 -4.8441 0.8828
H: -1.6690 -4.8359 1.0863
H: -0.0689 -4.8797 1.8381
H: -0.3751 -5.7727 0.3398
C: 2.3255 -4.0914 0.0802
H: 2.2307 -4.6067 1.0469
H: 3.2449 -3.4807 0.0683
H: 2.4488 -4.8732 -0.6865
C: 2.0789 -2.1374 -2.3526
H: 2.0875 -3.0603 -2.9552
H: 3.0919 -1.9823 -1.9621
H: 1.8435 -1.3115 -3.0303
C: -0.9216 -1.2064 -2.5944
H: -1.2317 -1.9593 -3.3427
H: -0.2189 -0.5064 -3.0712
H: -1.8249 -0.6580 -2.2995
C: -3.6398 1.4692 -0.4591
C: -3.4495 1.0028 -1.7192
C: -2.6441 1.7018 -2.7989
C: -2.1170 3.1412 -2.4571
C: -0.7529 3.2729 -2.0057
C: -0.2414 2.7495 -0.7897
C: -1.0673 1.5580 -0.1981
C: -2.4679 2.0253 0.3316
H: -3.2806 1.8021 -3.7058
H: -2.8230 3.6879 -1.7970
H: -1.7834 1.0736 -3.0789
H: -2.4640 3.1422 0.4039
H: -4.5096 1.1873 0.1491
H: -4.0243 0.1528 -2.0637
H: -2.5689 1.6729 1.3801
H: -1.2169 0.8154 -0.9814
H: 0.7626 2.3548 -1.0715
H: -0.5022 1.0571 0.6525
H: -2.1831 3.7183 -3.4049
H: -0.0448 3.8469 -2.6059
P: 0.4226 3.6685 0.6461
P: 2.6079 0.5969 0.0524
C: 2.2257 3.5695 0.4475
C: 2.8904 2.2516 0.9132
H: 2.6086 4.4036 1.0665
H: 2.4709 3.7994 -0.6010
H: 3.9804 2.4408 0.9041
H: 2.6373 2.0652 1.9727
C: 4.3201 -0.0086 0.4842
H: 4.5294 -0.9514 -0.0381
H: 4.3703 -0.1896 1.5677
H: 5.0799 0.7425 0.2094
C: 2.9307 1.0923 -1.7106
H: 3.8577 1.6737 -1.7892
H: 2.0959 1.6542 -2.1465
H: 3.0507 0.1837 -2.3069
C: 0.0834 3.1728 2.3307
H: -0.8884 2.7074 2.4280
H: 0.1080 4.0884 2.9456
H: 0.8538 2.5036 2.6908
C: -0.2350 5.3374 0.3904
H: 0.1567 5.7961 -0.5269
H: -0.0206 6.0158 1.2248
H: -1.3301 5.3003 0.2962
F: -2.0642 -4.0482 4.8434
C: -1.4237 -3.1046 4.0893
C: -2.2080 -2.2825 3.2742
C: -1.5442 -1.3878 2.3989
C: -0.1411 -1.3805 2.3249
C: 0.6068 -2.2809 3.1244
C: -0.0349 -3.1054 4.0697
H: -3.2930 -2.3294 3.3064
H: -2.1419 -0.7646 1.7342
H: 1.7013 -2.3125 3.0439
H: 0.5308 -3.7103 4.7666

- Lowest unoccupied orbital energy (spin up / spin down): -7.5 / -7.5 eV
- Total energy: -54452.9867 eV
- Charge: +2
- Energy above the lowest of the compared OMol25 structures with the same formula, charge and spin: 246.6 kJ/mol
- HOMO energy (spin up / spin down): -0.40563 / -0.40567 Ha
- Strongest force on any atom: 6.75 eV/Å
- Kohn-Sham gap (spin up / spin down): 3.5 / 3.5 eV

Q: Which of these has the highest total energy?
A: C30H47FHfP2